{
  "formula": "C4H8N2O2",
  "method": "the ωB97M-V functional and the def2-TZVPD basis",
  "gap_ha": 0.34871,
  "homo_ev": -9.51,
  "charge": 0,
  "symbols": ["C", "C", "C", "C", "N", "O", "O", "N", "H", "H", "H", "H", "H", "H", "H", "H"],
  "positions_angstrom": [[-0.10025, 0.74325, 0.55109], [0.46883, 0.23673, -1.41721], [-0.00313, -0.55387, -2.57852], [-0.40240, 0.04452, 1.85206], [0.69875, -0.17146, 2.64599], [0.97832, -0.36194, -0.38213], [-1.01355, 0.79792, -0.36840], [-1.59088, -0.23413, 2.21009], [0.62723, 1.56323, 0.64162], [0.76449, 1.27125, -1.62615], [1.56479, -0.35670, 2.16231], [0.53114, -0.75833, 3.45001], [-2.24107, 0.03695, 1.47212], [0.88224, -0.85442, -3.15205], [-0.64492, 0.04588, -3.22313], [-0.51961, -1.44888, -2.23769]],
  "forces_ev_per_a": [[-0.01, -0.13, -0.50], [-0.08, 0.00, 0.37], [-0.05, -0.01, 0.03], [-0.26, -0.18, 0.06], [0.00, 0.01, 0.02], [-0.33, 0.28, 0.05], [0.41, -0.12, 0.03], [0.35, 0.10, -0.11], [-0.01, -0.06, -0.04], [-0.05, -0.02, 0.07], [-0.07, 0.01, 0.01], [-0.02, 0.03, -0.08], [0.09, 0.02, 0.00], [-0.04, 0.04, 0.06], [0.04, -0.02, 0.04], [0.02, 0.04, 0.00]]
}

---

{
  "formula": "C38H52BrIOPPdSi",
  "method": "the ωB97M-V functional and the def2-TZVPD basis",
  "gap_ha": 0.28438,
  "homo_ev": -11.20,
  "charge": 1,
  "symbols": ["Pd", "I", "C", "C", "C", "C", "C", "C", "C", "C", "C", "P", "C", "C", "C", "C", "C", "C", "C", "C", "C", "C", "C", "C", "C", "H", "H", "H", "H", "H", "H", "H", "H", "H", "H", "H", "H", "H", "H", "H", "H", "C", "C", "C", "C", "O", "H", "H", "H", "H", "H", "H", "H", "H", "H", "C", "C", "C", "C", "Si", "Br", "C", "C", "C", "C", "C", "C", "C", "C", "H", "H", "H", "H", "H", "H", "H", "H", "H", "H", "H", "H", "H", "H", "H", "H", "H", "H", "H", "H", "H", "H", "H", "H", "H", "H", "H"],
  "positions_angstrom": [[-0.65215, -0.69877, -0.51003], [-1.39215, -1.80788, 1.82249], [-3.46168, -1.85501, 1.79232], [-4.01392, -1.52516, 2.99675], [-5.40150, -1.66012, 3.20268], [-6.16503, -2.17036, 2.20291], [-5.60178, -2.51200, 0.94665], [-6.44459, -3.07285, -0.04303], [-5.96120, -3.39637, -1.26778], [-4.61828, -3.10594, -1.57427], [-3.74703, -2.57295, -0.65565], [-2.11641, -2.20204, -1.39775], [-1.18376, -3.75969, -1.42428], [-1.63376, -4.87954, -0.73359], [-0.87544, -6.04473, -0.72442], [0.33049, -6.09314, -1.40677], [0.78353, -4.97431, -2.09997], [0.03537, -3.80869, -2.10699], [-2.50794, -1.75173, -3.09403], [-2.30809, -2.63476, -4.14816], [-2.61783, -2.24202, -5.44439], [-3.12241, -0.97243, -5.68382], [-3.32683, -0.09008, -4.62787], [-3.01645, -0.47598, -3.33568], [-4.21842, -2.30720, 0.67716], [-3.38714, -1.18173, 3.80919], [-5.83354, -1.38133, 4.15495], [-7.22734, -2.32834, 2.34595], [-7.48644, -3.23864, 0.20406], [-6.59848, -3.83820, -2.02103], [-4.27616, -3.29943, -2.58069], [-2.57728, -4.85486, -0.20163], [-1.23234, -6.91344, -0.18571], [0.91916, -7.00208, -1.40031], [1.72520, -5.00983, -2.63339], [0.38200, -2.93102, -2.63719], [-1.91233, -3.62587, -3.96582], [-2.46267, -2.93035, -6.26529], [-3.35539, -0.66729, -6.69605], [-3.71682, 0.90190, -4.81528], [-3.15120, 0.21993, -2.51669], [2.14077, -0.76871, -2.24969], [0.94892, 0.00574, -2.85123], [1.04018, 1.51999, -2.59389], [0.88258, -0.25025, -4.35599], [-0.30554, -0.51197, -2.39108], [2.94319, -0.11019, -1.91568], [2.56570, -1.46919, -2.97292], [1.82648, -1.35573, -1.38739], [2.05478, 1.84896, -2.35431], [0.39184, 1.79405, -1.76251], [0.70477, 2.08137, -3.46802], [1.80350, 0.09626, -4.83287], [0.03581, 0.28210, -4.79566], [0.76511, -1.31831, -4.55775], [3.79483, 2.59665, -0.44485], [3.93491, 2.44577, 1.07668], [4.79402, 3.62119, 1.60257], [4.69936, 1.13177, 1.30648], [2.30953, 2.45637, 2.02191], [0.83759, 1.00101, 0.92096], [1.32623, 4.08442, 1.95818], [1.49714, 4.79778, 0.61004], [-0.18939, 3.91120, 2.16182], [1.85497, 5.01737, 3.07122], [2.35991, 1.60087, 3.73241], [2.59574, 0.08117, 3.66128], [3.48566, 2.20379, 4.60073], [1.03220, 1.79587, 4.48164], [4.78758, 2.80793, -0.85724], [3.13322, 3.39545, -0.76041], [3.44682, 1.66558, -0.89984], [5.80194, 3.50807, 1.19152], [4.88935, 3.65925, 2.68662], [4.41284, 4.58450, 1.26261], [5.56835, 1.11585, 0.64065], [4.09051, 0.25374, 1.07493], [5.07277, 1.03320, 2.32518], [1.21439, 4.16208, -0.23396], [2.51260, 5.16022, 0.45076], [0.83562, 5.67054, 0.59818], [-0.65388, 3.40957, 1.31327], [-0.63373, 4.90907, 2.24257], [-0.45306, 3.36047, 3.06146], [2.92941, 5.19691, 3.00908], [1.63371, 4.64469, 4.07200], [1.35732, 5.98783, 2.96921], [3.53205, -0.19202, 3.18156], [1.78614, -0.43303, 3.14275], [2.62907, -0.30260, 4.68759], [4.47900, 1.96092, 4.22390], [3.40867, 1.77614, 5.60640], [3.41491, 3.28842, 4.70523], [0.18293, 1.39478, 3.92348], [0.82675, 2.83750, 4.72336], [1.09198, 1.24992, 5.42944]],
  "forces_ev_per_a": [[-0.90, -0.83, 0.77], [0.59, 0.22, -0.16], [-0.07, 0.06, -0.03], [-0.29, -0.03, 0.08], [0.16, 0.07, 0.09], [-0.06, -0.07, -0.13], [-0.09, 0.02, 0.00], [-0.08, 0.04, 0.13], [0.12, -0.02, -0.14], [-0.22, -0.12, -0.03], [0.05, 0.17, 0.27], [0.65, 0.01, 0.04], [-0.13, -0.01, 0.00], [-0.04, -0.08, 0.03], [0.00, 0.03, -0.01], [-0.01, 0.04, -0.01], [-0.03, 0.01, 0.01], [-0.04, 0.00, 0.04], [-0.04, 0.04, -0.15], [0.00, 0.03, -0.03], [-0.01, 0.03, 0.00], [0.01, -0.02, 0.00], [0.02, -0.05, 0.03], [-0.06, -0.06, -0.05], [0.00, 0.00, -0.02], [-0.02, 0.01, -0.03], [0.02, -0.03, -0.03], [0.03, 0.00, -0.02], [0.02, 0.01, 0.00], [0.01, 0.01, -0.01], [-0.04, -0.02, -0.01], [0.01, 0.01, -0.02], [0.01, 0.03, -0.01], [-0.01, 0.04, -0.01], [-0.03, 0.00, 0.01], [0.01, 0.02, 0.00], [0.00, 0.01, -0.01], [0.00, 0.02, 0.02], [-0.01, 0.00, 0.02], [0.01, -0.02, 0.00], [0.01, 0.00, 0.02], [0.04, -0.03, 0.05], [-0.20, -0.05, -0.04], [-0.02, 0.10, -0.03], [0.11, 0.02, -0.14], [0.58, 0.50, -0.69], [-0.02, -0.04, -0.08], [-0.03, 0.02, 0.03], [-0.04, -0.02, 0.14], [-0.21, -0.07, -0.16], [0.05, 0.04, 0.02], [-0.05, -0.03, 0.03], [-0.04, -0.01, -0.02], [0.05, -0.04, 0.05], [0.03, 0.05, 0.02], [0.07, -0.15, -0.04], [0.30, 0.01, -0.03], [0.05, -0.06, -0.21], [0.09, 0.00, 0.00], [-0.39, -0.15, 0.22], [0.13, -0.06, -0.21], [0.00, 0.14, 0.15], [-0.02, 0.06, -0.04], [0.00, 0.02, 0.02], [-0.07, 0.07, -0.06], [0.10, 0.03, 0.14], [0.00, 0.00, 0.07], [-0.07, 0.00, 0.04], [-0.01, -0.06, 0.06], [-0.04, -0.03, 0.00], [-0.04, 0.07, 0.00], [0.02, 0.12, 0.16], [0.00, 0.04, 0.02], [-0.03, -0.08, 0.07], [0.00, -0.01, 0.01], [-0.01, 0.00, 0.03], [0.02, 0.05, -0.04], [-0.02, 0.01, 0.01], [-0.02, 0.04, 0.06], [0.00, -0.03, -0.03], [0.05, -0.02, -0.02], [0.01, 0.01, -0.01], [0.01, -0.05, -0.01], [0.02, 0.01, 0.01], [0.01, -0.01, -0.04], [-0.01, 0.00, -0.05], [0.04, -0.03, 0.03], [-0.01, 0.01, 0.01], [0.00, 0.01, 0.01], [0.00, 0.01, -0.07], [0.00, 0.00, -0.03], [0.03, 0.03, -0.04], [-0.02, -0.02, -0.02], [0.03, 0.00, 0.00], [0.01, 0.00, -0.01], [-0.02, 0.03, -0.03]]
}

---

{
  "formula": "C33H26F6NO4P2V",
  "method": "the ωB97M-V functional and the def2-TZVPD basis",
  "gap_ha": [0.30830, 0.32659],
  "homo_ev": [-14.91, -14.91],
  "multiplicity": 3,
  "charge": 2,
  "symbols": ["V", "O", "P", "C", "P", "O", "C", "C", "C", "C", "C", "C", "C", "C", "C", "C", "C", "C", "C", "C", "C", "C", "C", "C", "C", "C", "C", "C", "C", "C", "H", "H", "H", "H", "H", "H", "H", "H", "H", "H", "H", "H", "H", "H", "H", "H", "H", "H", "H", "H", "H", "H", "F", "C", "F", "F", "C", "O", "O", "F", "C", "F", "F", "C", "C", "C", "N", "C", "C", "H", "H", "H", "H"],
  "positions_angstrom": [[-0.17686, -0.20370, -0.27144], [-0.51864, -2.11822, -0.36674], [-0.08196, -3.06070, -1.50590], [1.71548, -2.86693, -1.74157], [2.43839, -1.19631, -1.73095], [1.70833, -0.38106, -0.63247], [4.14496, -1.33525, -1.28375], [4.50201, -1.34568, 0.06614], [5.83244, -1.49197, 0.41640], [6.79931, -1.63353, -0.57237], [6.44385, -1.62438, -1.91428], [5.11598, -1.47185, -2.27618], [2.22666, -0.44798, -3.32960], [2.23344, -1.19283, -4.51063], [2.07931, -0.55278, -5.72847], [1.91227, 0.82584, -5.77077], [1.90657, 1.57074, -4.59863], [2.07040, 0.93937, -3.37656], [-0.94850, -2.60077, -2.99182], [-0.97260, -1.24918, -3.34304], [-1.68225, -0.81607, -4.44509], [-2.37682, -1.74586, -5.21285], [-2.36304, -3.08972, -4.87188], [-1.65597, -3.52317, -3.75900], [-0.36984, -4.75192, -1.07587], [-1.19770, -5.04720, 0.00483], [-1.45234, -6.37132, 0.32602], [-0.88708, -7.38939, -0.42757], [-0.06154, -7.09528, -1.50770], [0.20061, -5.77764, -1.83544], [2.00380, -3.38361, -2.66041], [2.19352, -3.40801, -0.91764], [3.74874, -1.23022, 0.83546], [6.12044, -1.49218, 1.45853], [7.83866, -1.74442, -0.29460], [7.20216, -1.72414, -2.67829], [4.84590, -1.43811, -3.32465], [2.35683, -2.26882, -4.49881], [2.08795, -1.12773, -6.64415], [1.79044, 1.32292, -6.72383], [1.78130, 2.64412, -4.63710], [2.06675, 1.52594, -2.46528], [-0.39972, -0.51072, -2.78181], [-1.69831, 0.23347, -4.70560], [-2.93739, -1.41761, -6.07770], [-2.91541, -3.80506, -5.46538], [-1.67163, -4.56979, -3.48410], [-1.63850, -4.25114, 0.59045], [-2.09259, -6.60786, 1.16441], [-1.08834, -8.42133, -0.17407], [0.37622, -7.89327, -2.09114], [0.84177, -5.55819, -2.68173], [-2.65601, 0.07560, 0.00526], [-3.04930, 1.16400, -0.77162], [-3.32432, 0.67688, -1.97806], [-4.12458, 1.67046, -0.23106], [-1.85559, 2.15198, -0.82586], [-1.98038, 3.32474, -0.91930], [-0.69891, 1.49127, -0.76482], [0.52331, 1.73058, 6.30602], [0.20355, 0.46684, 6.01570], [-0.94618, 0.16457, 6.61782], [1.16185, -0.33384, 6.50130], [0.10542, 0.28145, 4.51149], [-0.95961, -0.39979, 3.94532], [-0.98019, -0.56011, 2.57413], [-0.00877, -0.07361, 1.78857], [1.02217, 0.58689, 2.34013], [1.11403, 0.78323, 3.70095], [-1.76031, -0.79593, 4.55254], [-1.78731, -1.08732, 2.08228], [1.77380, 0.96209, 1.65729], [1.95102, 1.32772, 4.11513]],
  "forces_ev_per_a": [[0.09, -0.03, 0.87], [-0.11, 0.54, 0.02], [-0.02, -0.13, -0.26], [0.07, -0.15, -0.01], [-0.01, 0.03, 0.04], [-0.35, 0.07, -0.14], [0.00, -0.03, -0.06], [0.00, -0.04, 0.04], [0.01, 0.00, -0.01], [-0.01, 0.00, -0.02], [0.03, 0.00, 0.02], [-0.02, 0.04, -0.04], [0.03, -0.02, -0.01], [0.01, -0.04, 0.01], [-0.01, 0.02, 0.01], [0.00, 0.00, 0.00], [-0.01, 0.00, -0.02], [-0.02, 0.03, 0.06], [0.00, 0.03, -0.02], [0.06, 0.02, 0.04], [-0.02, -0.03, -0.02], [0.00, 0.00, 0.00], [-0.01, -0.01, -0.01], [0.03, -0.04, 0.04], [0.03, 0.01, -0.02], [-0.05, 0.02, 0.04], [0.00, -0.01, 0.00], [0.02, 0.00, -0.02], [-0.01, -0.01, 0.01], [0.02, 0.01, -0.01], [0.03, 0.01, 0.00], [-0.03, 0.03, 0.02], [-0.01, 0.00, -0.01], [0.00, 0.00, 0.01], [0.00, 0.00, 0.01], [0.00, 0.00, 0.00], [-0.01, 0.00, 0.00], [0.01, -0.01, 0.02], [0.00, -0.01, 0.00], [0.00, 0.00, 0.00], [0.00, 0.00, 0.01], [0.01, -0.01, 0.00], [-0.03, 0.05, -0.02], [0.01, 0.00, 0.00], [0.00, 0.01, 0.00], [0.00, 0.00, 0.00], [0.01, 0.00, 0.00], [0.01, 0.01, -0.01], [0.00, 0.00, 0.00], [0.00, 0.00, 0.00], [0.00, -0.01, 0.00], [0.00, 0.00, 0.00], [0.19, -0.15, -0.06], [-0.06, 0.18, -0.01], [0.02, 0.00, 0.06], [0.06, -0.05, -0.01], [0.27, -0.02, 0.15], [-0.20, -0.04, -0.04], [0.04, -0.26, -0.41], [-0.02, -0.11, 0.00], [0.02, 0.00, 0.03], [0.08, 0.03, -0.03], [-0.08, 0.08, -0.03], [-0.02, -0.01, 0.00], [0.03, 0.00, -0.02], [0.02, -0.01, 0.05], [-0.11, -0.07, -0.27], [0.01, 0.04, -0.02], [0.00, 0.01, -0.03], [0.00, 0.00, 0.01], [0.00, 0.00, 0.02], [0.01, 0.01, 0.03], [0.00, 0.00, 0.01]]
}